(1)
{"formula": "C24H21N6Pt", "method": "ωB97M-V with the def2-TZVPD basis set", "lumo_ev": 2.810, "total_charge": -1, "gap_ev": 7.31, "homo_energy_ev": -4.50, "species": ["C", "C", "H", "H", "H", "N", "H", "C", "C", "N", "H", "H", "H", "C", "C", "C", "C", "H", "C", "H", "C", "N", "C", "C", "C", "H", "C", "H", "N", "N", "C", "H", "H", "C", "C", "H", "C", "Pt", "C", "C", "N", "H", "C", "H", "H", "H", "C", "C", "H", "C", "H", "H"], "coordinates": [[1.133, 4.270, -0.686], [-4.043, 0.231, -1.605], [2.522, 5.571, 0.316], [2.082, 0.714, -2.069], [-3.491, 2.195, 1.773], [-4.816, 0.014, 2.606], [-4.876, 0.841, 0.275], [2.032, 4.604, 0.316], [2.627, -0.848, -0.905], [-2.021, 1.002, -1.024], [-4.897, -0.237, -2.060], [-0.554, -5.495, -1.700], [-2.269, -0.075, -2.864], [0.493, 3.033, -0.669], [2.130, -1.997, -0.266], [4.546, -0.868, 0.561], [-2.886, 1.334, -0.080], [5.468, -0.406, 0.892], [-1.667, -3.729, -1.172], [0.920, 4.979, -1.480], [-2.741, 0.317, -1.979], [-2.742, -1.276, 2.999], [2.293, 3.681, 1.322], [0.798, -2.568, -0.622], [-1.591, -2.415, -0.727], [1.893, 1.737, 2.105], [3.826, -0.288, -0.468], [-0.227, 2.809, -1.451], [1.968, -0.289, -2.013], [-4.122, 0.893, -0.397], [-1.610, -0.953, 2.473], [4.643, -2.485, 1.978], [-2.509, -1.864, -0.569], [-0.367, -1.796, -0.453], [2.878, -2.568, 0.757], [-1.781, 1.715, 1.700], [-0.507, -4.470, -1.355], [-0.091, 0.106, 0.191], [0.718, -3.883, -1.079], [-3.820, -0.565, 2.764], [-0.538, -0.701, 2.080], [-2.306, 3.151, 0.844], [0.733, 2.069, 0.324], [4.180, 0.622, -0.938], [1.636, -4.446, -1.212], [-2.635, -4.179, -1.361], [1.659, 2.445, 1.315], [4.085, -2.025, 1.173], [2.989, 3.929, 2.117], [-2.608, 2.144, 1.138], [2.475, -3.442, 1.255], [0.989, -0.536, -2.070]], "nbo_charge": [-0.263, -0.127, 0.193, 0.385, 0.235, -0.575, 0.448, -0.256, 0.168, -0.531, 0.215, 0.197, 0.213, -0.208, -0.012, -0.201, 0.406, 0.201, -0.244, 0.191, -0.079, -0.697, -0.239, -0.141, -0.189, 0.202, -0.253, 0.194, -0.813, -0.524, 0.582, 0.201, 0.195, -0.253, -0.200, 0.263, -0.251, 0.877, -0.202, 0.480, -0.592, 0.238, -0.453, 0.205, 0.201, 0.196, -0.237, -0.262, 0.193, -0.677, 0.210, 0.388]}


(2)
{"formula": "C24H21NO4", "method": "ωB97M-V with the def2-TZVPD basis set", "lumo_ev": -0.051, "smiles": "CCC(=O)Nc1ccccc1C(=O)OCc1ccc(C(=O)c2ccccc2)cc1", "total_charge": 0, "gap_ev": 8.58, "homo_energy_ev": -8.63, "species": ["H", "C", "C", "C", "H", "C", "C", "C", "H", "H", "O", "C", "C", "C", "C", "O", "C", "C", "H", "C", "C", "H", "H", "C", "H", "C", "H", "H", "H", "H", "C", "C", "H", "H", "H", "C", "O", "H", "O", "N", "C", "H", "H", "C", "H", "H", "C", "C", "H", "C"], "coordinates": [[0.923, -0.605, 2.002], [-3.899, -3.713, 1.554], [-3.340, 1.050, 0.045], [2.354, 2.214, -0.193], [-4.948, -3.685, 1.843], [0.746, 1.445, 1.418], [6.830, -1.866, -1.202], [2.971, 0.964, -0.188], [7.353, -2.446, -1.948], [-0.668, 0.882, 2.938], [-1.628, 1.885, 1.405], [4.134, 0.741, -1.087], [-0.484, 1.710, 2.246], [-2.203, 0.773, 0.936], [-4.718, 2.682, -1.087], [4.234, 1.324, -2.148], [5.853, -0.968, -1.586], [5.163, -0.226, -0.629], [-3.391, -2.867, 2.012], [-5.194, 0.339, -1.340], [-5.486, 1.656, -1.623], [4.988, 0.228, 1.462], [-4.949, 3.712, -1.315], [1.257, 2.455, 0.609], [5.601, -0.831, -2.628], [-3.659, 2.377, -0.263], [-2.714, -3.675, -0.251], [-3.054, 3.163, 0.161], [-4.243, -4.563, -0.399], [-0.396, 2.650, 2.796], [7.144, -2.014, 0.139], [-4.121, 0.009, -0.508], [2.754, 2.987, -0.832], [0.783, 3.425, 0.606], [-6.319, 1.887, -2.270], [-3.768, -3.681, 0.032], [-5.456, -2.518, -1.224], [-5.789, -0.457, -1.756], [-1.808, -0.337, 1.251], [-3.800, -1.303, -0.215], [1.339, 0.190, 1.401], [-2.971, -1.389, 0.373], [7.911, -2.712, 0.441], [5.491, -0.372, 0.717], [6.738, -1.365, 2.138], [-3.459, -4.627, 1.946], [6.481, -1.260, 1.095], [2.447, -0.050, 0.610], [2.890, -1.035, 0.590], [-4.451, -2.456, -0.553]], "nbo_charge": [0.223, -0.599, -0.261, -0.148, 0.213, -0.041, -0.216, -0.177, 0.217, 0.209, -0.497, 0.560, -0.096, 0.805, -0.254, -0.527, -0.150, -0.187, 0.208, -0.274, -0.155, 0.212, 0.216, -0.207, 0.231, -0.130, 0.216, 0.229, 0.231, 0.206, -0.188, 0.300, 0.232, 0.217, 0.217, -0.492, -0.601, 0.260, -0.643, -0.653, -0.207, 0.439, 0.216, -0.123, 0.215, 0.214, -0.238, -0.129, 0.217, 0.693]}


(3)
{"formula": "C24H21NO6", "method": "ωB97M-V with the def2-TZVPD basis set", "lumo_ev": -0.375, "smiles": "COCCN1C(=O)C(O)=C(C(=O)c2ccco2)[C@H]1c1cccc(Oc2ccccc2)c1", "total_charge": 0, "gap_ev": 7.96, "homo_energy_ev": -8.33, "species": ["C", "C", "H", "C", "C", "C", "C", "O", "C", "O", "C", "N", "H", "C", "C", "C", "H", "C", "C", "H", "H", "C", "C", "H", "H", "H", "C", "H", "O", "C", "C", "H", "H", "O", "H", "H", "H", "H", "O", "H", "C", "C", "H", "C", "H", "H", "H", "H", "C", "O", "C", "C"], "coordinates": [[-2.975, 2.266, -0.863], [-0.362, 0.647, 3.199], [1.072, -0.802, 2.535], [-3.500, 4.885, -1.620], [-1.253, 2.101, 1.506], [-2.714, -3.201, -1.475], [-0.420, 1.505, 0.564], [-1.257, -0.621, -1.551], [-3.045, -4.470, -0.968], [3.739, -2.590, 0.593], [3.531, 0.326, 0.773], [2.545, -0.625, 0.339], [7.004, 2.384, 0.626], [-0.772, -1.602, -1.008], [-2.619, 3.319, -0.028], [-3.577, 2.537, -2.078], [-2.620, 5.431, 0.263], [1.484, -2.560, -0.223], [4.266, 0.964, -0.424], [6.163, 1.135, 1.571], [-0.333, 0.319, 4.227], [-1.206, 1.677, 2.832], [-1.535, -2.837, -0.860], [-4.311, 4.041, -3.413], [-3.895, -5.069, -1.224], [-1.906, -5.642, 0.547], [1.226, -0.250, -0.119], [2.328, -4.217, -0.135], [5.162, 1.975, -0.052], [0.587, -1.581, -0.465], [0.407, 0.459, 0.936], [-3.249, -2.621, -2.198], [-0.431, 1.845, -0.460], [1.453, -3.877, -0.407], [4.781, 0.173, -0.989], [-3.842, 1.714, -2.725], [3.538, 1.452, -1.079], [-3.706, 5.905, -1.909], [-1.151, -3.809, -0.005], [6.825, 0.738, -0.036], [-3.840, 3.840, -2.463], [2.745, -1.954, 0.290], [-2.781, 1.244, -0.576], [0.432, 0.021, 2.253], [3.049, 1.109, 1.364], [-1.841, 2.164, 3.556], [4.245, -0.218, 1.398], [1.286, 0.381, -1.014], [-2.890, 4.630, -0.407], [-2.078, 3.147, 1.226], [-2.056, -4.782, -0.077], [6.345, 1.520, 0.563]], "nbo_charge": [-0.287, -0.190, 0.216, -0.212, 0.383, -0.213, -0.293, -0.555, -0.325, -0.632, -0.253, -0.398, 0.197, 0.509, 0.272, -0.178, 0.217, 0.306, -0.062, 0.165, 0.217, -0.267, 0.140, 0.213, 0.233, 0.207, -0.053, 0.508, -0.529, -0.189, -0.019, 0.240, 0.239, -0.627, 0.167, 0.216, 0.186, 0.214, -0.372, 0.168, -0.238, 0.605, 0.242, -0.239, 0.219, 0.224, 0.228, 0.227, -0.210, -0.497, 0.133, -0.252]}


(4)
{"formula": "C24H22AsAuF6N3O12S3", "method": "ωB97M-V with the def2-TZVPD basis set", "spin_multiplicity": 3, "lumo_ev": [-3.348, -7.526], "total_charge": 1, "gap_ev": [8.87, 5.15], "homo_energy_ev": [-12.22, -12.67], "species": ["C", "C", "H", "Au", "As", "F", "O", "F", "C", "O", "O", "H", "F", "H", "H", "N", "O", "H", "C", "C", "H", "C", "O", "H", "C", "H", "H", "O", "C", "H", "H", "O", "H", "H", "C", "S", "C", "C", "S", "O", "O", "C", "C", "C", "C", "C", "N", "C", "H", "H", "C", "C", "O", "H", "N", "F", "H", "O", "H", "S", "H", "F", "H", "C", "C", "F", "C", "C", "H", "C", "H", "O"], "coordinates": [[-1.714, 0.985, 0.028], [1.746, -4.926, 0.816], [1.431, 1.718, -3.073], [0.397, -1.776, -0.768], [-2.262, -3.697, 0.005], [1.186, -4.859, -0.397], [0.738, -0.620, 1.582], [-1.580, -1.398, 2.771], [1.129, 2.625, -2.567], [-1.340, -1.257, -1.740], [-4.606, 3.881, -2.668], [3.267, 3.591, 0.785], [-0.669, -1.228, 4.721], [6.397, -0.160, -0.110], [7.239, 2.009, 0.728], [1.700, -2.786, 2.506], [-4.327, 5.029, -0.862], [-3.154, -4.691, 2.123], [-0.581, -1.830, 3.552], [-2.772, -5.107, 1.194], [-1.112, 0.202, 0.480], [-2.192, 2.007, 0.826], [-1.066, 0.285, -3.358], [-0.159, 5.696, -3.170], [-3.715, -2.443, 0.073], [0.830, 3.911, 0.596], [-3.062, 2.022, -2.902], [1.686, 0.144, -1.171], [-3.011, 3.004, 0.351], [-4.570, -2.943, 0.522], [3.969, -0.481, -0.488], [-0.737, -3.109, 0.470], [-3.393, 3.789, 0.988], [-0.001, 5.846, -0.706], [4.362, 0.468, -0.146], [2.488, -3.261, 1.265], [5.308, 2.942, 0.791], [-2.026, 0.985, -1.324], [1.063, -1.376, 2.783], [1.756, -0.664, 3.805], [-0.543, 1.870, 2.405], [-3.313, 2.967, -0.997], [3.517, 1.558, 0.068], [-2.828, 1.994, -1.846], [0.319, 4.948, -1.218], [1.210, 2.746, -1.184], [-4.156, 4.048, -1.556], [0.238, 4.861, -2.606], [5.686, 3.885, 1.158], [-1.633, -5.377, -1.725], [3.956, 2.782, 0.581], [0.793, 3.875, -0.487], [-2.545, 2.324, 3.079], [-3.434, -1.578, 0.670], [-1.733, 2.070, 2.222], [-0.696, -3.141, 3.712], [0.577, 3.647, -4.352], [3.854, -3.560, 1.521], [-3.561, -5.662, 0.689], [1.810, 1.327, -0.286], [-3.949, -2.131, -0.940], [0.841, -5.311, 1.699], [-1.927, -5.760, 1.401], [0.643, 3.711, -3.274], [-1.431, -0.048, -2.255], [2.729, -5.805, 0.779], [5.711, 0.655, 0.072], [6.181, 1.883, 0.538], [-3.246, -4.689, -2.043], [-2.222, -4.463, -1.748], [-1.788, -3.749, -2.444], [2.293, -2.408, 0.055]], "mulliken_spin": [0.028, 0.000, -0.001, 0.616, -0.001, -0.002, -0.024, -0.001, 0.038, 0.084, 0.000, 0.001, 0.000, 0.001, 0.002, 0.002, 0.000, 0.001, -0.003, 0.017, -0.007, -0.002, 0.038, 0.000, -0.004, -0.005, -0.001, 0.253, -0.001, 0.000, -0.001, 0.178, 0.000, 0.000, 0.028, 0.003, -0.022, -0.009, 0.004, 0.001, 0.006, 0.000, 0.116, -0.003, -0.010, 0.115, 0.000, 0.029, 0.001, -0.001, 0.070, 0.043, 0.000, 0.000, 0.001, 0.000, 0.003, 0.007, 0.001, 0.291, 0.000, 0.000, 0.000, -0.006, 0.008, 0.000, -0.013, 0.089, 0.000, -0.004, 0.001, 0.046]}


ΔE to the lowest compared entry with this formula, charge and spin, record by record: 181.6; 1.5; 301.9; 21.6 kJ/mol